1.
Here is a structure of composition CH3FS at a distorted geometry from the OMol25 dataset. Energies are from the ωB97M-V functional and the def2-TZVPD basis.

The geometry in ORCA input format:
```
! RIJCOSX wB97M-V def2-TZVPD def2/J DEFGRID3
* xyz 0 1
C -1.41 -0.04 0.78
H -1.29 -0.28 -0.54
H -2.06 -0.68 1.35
H 0.75 -0.85 -1.23
F 0.86 -0.72 -2.19
S 0.21 0.53 0.97
*
```

Computed properties:
**Energy relative to the best compared isomer or geometry (same formula, charge and spin)**: 49.7 kcal per mole
**Energy**: -537.84561 hartree
**HOMO level**: -9.28 eV

***

2.
Here is a cluster of 14 separate species, C56H140O28S7 in total at a distorted geometry from the OMol25 dataset. Energies are from the ωB97M-V functional and the def2-TZVPD basis.

The geometry in ORCA input format:
```
! RIJCOSX wB97M-V def2-TZVPD def2/J DEFGRID3
* xyz 0 1
C -0.37 -5.82 4.82
O -0.67 -5.56 3.47
C -0.42 -6.60 2.51
C -0.89 -6.02 1.16
O 0.19 -5.25 0.61
C 0.19 -3.89 0.93
C 1.12 -3.11 0.07
O 0.80 -1.74 0.39
C 1.66 -0.95 -0.39
H -0.91 -6.62 5.26
H -0.57 -4.85 5.33
H 0.70 -6.02 5.05
H -1.03 -7.45 2.71
H 0.64 -6.87 2.42
H -1.83 -5.51 1.33
H -1.09 -6.84 0.44
H 0.47 -3.84 2.03
H -0.78 -3.46 0.82
H 1.01 -3.28 -1.07
H 2.17 -3.34 0.31
H 1.26 -0.94 -1.40
H 2.70 -1.30 -0.30
H 1.63 0.12 -0.03
C -0.44 -5.33 -3.39
O -1.82 -5.46 -3.13
C -2.24 -4.93 -1.94
C -3.60 -5.43 -1.65
O -4.01 -4.88 -0.42
C -5.12 -5.63 0.13
C -5.72 -4.84 1.25
O -6.32 -3.60 0.77
C -5.40 -2.50 0.55
H -0.19 -5.86 -4.27
H 0.10 -5.77 -2.54
H -0.22 -4.22 -3.53
H -2.24 -3.83 -2.06
H -1.52 -5.14 -1.11
H -3.64 -6.51 -1.46
H -4.33 -5.11 -2.43
H -4.62 -6.56 0.49
H -5.86 -5.79 -0.69
H -4.89 -4.60 1.94
H -6.51 -5.39 1.76
H -4.55 -2.66 1.24
H -5.92 -1.60 0.72
H -4.97 -2.54 -0.52
C -1.41 -0.31 -2.05
O -0.28 0.10 -2.87
C -0.80 1.15 -3.77
C 0.15 1.39 -4.90
O 0.14 0.44 -5.95
C 0.47 -0.85 -5.65
C -0.55 -1.81 -6.05
O -1.81 -1.69 -5.37
C -2.47 -2.92 -5.23
H -1.95 -1.05 -2.62
H -2.06 0.53 -1.79
H -1.11 -0.77 -1.10
H -1.00 2.08 -3.23
H -1.77 0.78 -4.13
H 1.17 1.50 -4.44
H -0.12 2.33 -5.45
H 0.68 -1.00 -4.51
H 1.42 -1.16 -6.13
H -0.13 -2.81 -5.97
H -0.72 -1.60 -7.14
H -2.66 -3.44 -6.20
H -3.40 -2.68 -4.71
H -1.97 -3.61 -4.57
C 2.72 5.21 -3.26
O 1.35 5.50 -3.05
C 0.71 5.82 -4.28
C -0.71 6.27 -4.09
O -1.45 5.09 -3.88
C -2.84 5.15 -4.27
C -3.71 5.98 -3.27
O -4.88 6.42 -3.96
C -4.70 7.55 -4.66
H 3.23 6.05 -3.80
H 2.88 4.32 -3.86
H 3.25 5.08 -2.31
H 0.81 4.97 -4.99
H 1.33 6.74 -4.69
H -1.25 6.70 -4.97
H -0.72 6.96 -3.25
H -3.25 4.11 -4.22
H -2.90 5.47 -5.27
H -3.19 6.85 -2.94
H -4.04 5.29 -2.46
H -4.23 8.35 -4.07
H -5.68 8.04 -5.08
H -4.09 7.38 -5.54
C -5.06 2.09 2.56
O -4.40 2.75 1.49
C -4.69 4.11 1.42
C -4.22 4.53 0.10
O -4.93 4.01 -1.00
C -4.45 2.74 -1.49
C -5.05 2.58 -2.90
O -4.26 1.75 -3.71
C -5.03 1.42 -4.90
H -6.12 2.40 2.58
H -4.55 2.47 3.45
H -4.88 1.04 2.43
H -4.31 4.87 2.14
H -5.76 4.26 1.52
H -3.18 4.19 -0.02
H -4.31 5.60 -0.01
H -4.80 1.86 -0.86
H -3.35 2.84 -1.56
H -5.20 3.54 -3.29
H -6.03 2.10 -2.71
H -5.28 2.33 -5.44
H -6.04 0.96 -4.63
H -4.40 0.66 -5.44
C -2.30 -0.33 1.39
O -2.26 -0.52 2.77
C -1.40 -1.52 3.23
C -1.72 -1.91 4.64
O -2.32 -3.21 4.79
C -3.60 -3.15 4.15
C -4.72 -2.83 5.08
O -4.95 -3.82 6.05
C -5.94 -4.73 5.55
H -2.92 0.60 1.35
H -2.74 -1.16 0.77
H -1.35 0.00 1.05
H -0.31 -1.17 3.16
H -1.48 -2.38 2.52
H -2.44 -1.21 5.02
H -0.89 -1.74 5.25
H -3.69 -4.18 3.82
H -3.57 -2.46 3.33
H -5.64 -2.66 4.49
H -4.42 -1.89 5.57
H -5.56 -5.24 4.69
H -6.88 -4.22 5.39
H -6.12 -5.46 6.31
C 4.36 2.59 5.29
O 3.62 1.44 5.58
C 4.36 0.31 6.10
C 3.43 -0.88 6.21
O 3.37 -1.46 4.95
C 2.71 -2.75 4.97
C 2.93 -3.33 3.59
O 4.17 -3.88 3.46
C 4.29 -4.38 2.21
H 4.97 2.47 4.39
H 4.93 2.90 6.16
H 3.77 3.50 5.10
H 4.66 0.65 7.11
H 5.31 0.13 5.63
H 2.47 -0.63 6.61
H 3.84 -1.64 6.85
H 1.61 -2.66 5.11
H 3.15 -3.38 5.71
H 2.72 -2.59 2.75
H 2.18 -4.11 3.41
H 5.28 -4.82 2.01
H 4.11 -3.66 1.29
H 3.58 -5.22 2.06
C 3.95 -5.01 -1.90
S 4.53 -3.42 -2.61
O 5.15 -2.69 -1.41
C 5.92 -4.01 -3.44
H 2.97 -4.74 -1.46
H 4.63 -5.19 -1.08
H 3.72 -5.76 -2.69
H 6.62 -3.26 -3.78
H 5.56 -4.64 -4.29
H 6.53 -4.56 -2.64
C 6.39 -1.28 1.88
S 5.79 0.44 2.36
O 6.67 1.41 1.62
C 4.18 0.31 1.56
H 6.36 -1.39 0.82
H 5.67 -1.96 2.38
H 7.42 -1.42 2.25
H 4.43 0.40 0.45
H 3.60 1.20 1.75
H 3.71 -0.57 1.93
C -0.81 2.92 5.10
S 0.40 1.68 5.56
O -0.35 0.44 5.64
C 1.23 1.55 3.98
H -0.54 3.94 5.06
H -1.63 2.82 5.86
H -1.26 2.66 4.10
H 2.05 0.75 3.99
H 1.55 2.54 3.62
H 0.43 1.18 3.32
C 4.39 0.28 -3.55
S 6.17 0.26 -4.07
O 6.33 -1.02 -4.84
C 6.07 1.59 -5.29
H 4.30 -0.37 -2.64
H 3.68 0.07 -4.40
H 4.18 1.36 -3.17
H 6.20 2.52 -4.75
H 5.14 1.68 -5.87
H 6.86 1.33 -6.02
C 1.73 2.51 -1.33
S 1.34 2.64 0.42
O 1.74 4.02 0.82
C -0.41 2.61 0.20
H 1.09 1.83 -1.92
H 2.77 2.27 -1.46
H 1.46 3.51 -1.56
H -0.56 1.66 -0.33
H -0.69 3.42 -0.44
H -0.82 2.66 1.23
C -0.29 6.45 0.57
S -0.80 6.31 2.27
O -1.43 4.96 2.49
C 0.76 6.35 3.10
H 0.24 5.59 0.16
H 0.35 7.40 0.61
H -1.21 6.72 -0.04
H 0.60 6.15 4.14
H 1.17 7.31 2.94
H 1.46 5.58 2.78
C 5.66 4.01 0.50
S 5.71 2.69 -0.81
O 5.30 3.40 -2.11
C 7.47 2.58 -1.06
H 6.15 4.88 0.07
H 6.23 3.62 1.33
H 4.59 4.26 0.70
H 7.94 1.98 -0.30
H 7.99 3.52 -1.22
H 7.58 1.97 -1.93
*
```

Computed properties:
**Energy**: -7110.94054 hartree
**HOMO level**: -8.45 eV

***

3.
Here is a cluster of 2 separate species, C14H27N3O3S2 in total at a distorted geometry from the OMol25 dataset. Energies are from the ωB97M-V functional and the def2-TZVPD basis.

The geometry in ORCA input format:
```
! RIJCOSX wB97M-V def2-TZVPD def2/J DEFGRID3
* xyz 0 1
O 1.32 -2.47 -4.90
O -2.47 -1.04 -1.19
O -3.59 1.35 4.53
S 2.57 2.54 2.76
C 2.06 1.15 3.32
N 1.62 0.11 3.73
C 1.24 -1.71 -3.95
C -1.62 -0.80 -2.04
N -2.03 -0.15 -3.13
N 0.44 -2.06 -2.93
S -2.61 2.05 3.68
C 2.09 -0.46 -3.96
C -1.27 0.36 -4.27
C -3.46 2.07 2.07
C 3.15 -0.20 -0.10
C 0.55 -0.51 4.52
C -1.35 0.78 3.42
C -0.62 0.45 4.73
C 0.00 0.36 0.11
C 1.97 -1.11 -0.43
C 0.75 -0.36 -1.03
C -0.19 -1.33 -1.80
H -3.01 0.06 -3.13
H 0.07 -2.98 -3.07
H 1.49 0.43 -3.86
H 2.63 -0.41 -4.91
H 2.82 -0.51 -3.16
H -1.94 0.90 -4.94
H -0.83 -0.46 -4.84
H -0.51 1.05 -3.93
H -4.34 2.72 2.13
H -3.79 1.06 1.81
H -2.80 2.44 1.29
H 2.87 0.55 0.64
H 3.50 0.31 -1.00
H 3.97 -0.80 0.30
H 0.95 -0.81 5.49
H 0.20 -1.42 4.01
H -1.82 -0.13 3.02
H -0.64 1.15 2.68
H -0.25 1.37 5.19
H -1.33 0.00 5.43
H -0.43 -0.37 0.79
H 0.68 1.01 0.66
H -0.79 0.99 -0.29
H 1.66 -1.64 0.47
H 2.33 -1.85 -1.14
H 1.10 0.42 -1.70
H -0.36 -2.12 -1.07
*
```

Computed properties:
**Energy**: -1735.99593 hartree
**HOMO level**: -9.01 eV

***

4.
Here is a cluster of 4 separate species, C20H23BN4O6 in total at a distorted geometry from the OMol25 dataset. Energies are from the ωB97M-V functional and the def2-TZVPD basis.

The geometry in ORCA input format:
```
! RIJCOSX wB97M-V def2-TZVPD def2/J DEFGRID3
* xyz 0 1
O 0.69 -4.41 -6.28
N 0.96 -4.74 -5.15
O 1.29 -5.87 -4.82
C 0.87 -3.72 -4.09
C 0.46 -2.44 -4.43
C 0.38 -1.48 -3.43
C 0.70 -1.82 -2.13
C 1.10 -3.10 -1.81
C 1.19 -4.07 -2.79
H 0.22 -2.21 -5.46
H 0.05 -0.48 -3.67
H 0.62 -1.07 -1.35
H 1.34 -3.35 -0.78
H 1.50 -5.09 -2.57
O -1.50 1.35 -0.86
N -2.48 0.64 -0.79
O -2.79 -0.18 -1.64
C -3.33 0.74 0.41
C -2.95 1.62 1.41
C -3.74 1.70 2.54
C -4.88 0.92 2.66
C -5.24 0.04 1.64
C -4.46 -0.06 0.50
H -2.05 2.20 1.31
H -3.45 2.37 3.34
H -5.49 0.98 3.54
H -6.12 -0.57 1.73
H -4.71 -0.73 -0.31
O 0.63 4.53 3.64
N 0.41 3.77 2.72
O -0.40 2.86 2.75
C 1.17 3.95 1.46
C 2.12 4.95 1.40
C 2.82 5.12 0.22
C 2.57 4.29 -0.86
C 1.61 3.29 -0.77
C 0.90 3.11 0.40
H 2.29 5.59 2.26
H 3.57 5.90 0.15
H 3.12 4.42 -1.78
H 1.41 2.64 -1.62
H 0.15 2.33 0.49
B 0.25 -1.03 2.75
C 0.68 -2.16 1.78
N 2.02 -1.70 1.43
C 3.14 -2.60 1.71
H -0.09 0.02 2.29
H 0.33 -1.18 3.93
H 0.71 -3.15 2.23
H 0.03 -2.22 0.90
H 2.06 -1.36 0.49
H 3.69 -2.33 2.61
H 2.79 -3.63 1.82
H 3.84 -2.57 0.87
*
```

Computed properties:
**Energy relative to the best compared isomer or geometry (same formula, charge and spin)**: 1.8 kcal per mole
**SMILES**: O=[N+]([O-])c1ccccc1.O=[N+]([O-])c1ccccc1.O=[N+]([O-])c1ccccc1.BCNC
**Energy**: -1470.90222 hartree
**HOMO level**: -8.94 eV

***

> The highest energy belongs to which entry?

CH3FS